(1)
C23H27IrN6 as an isolated structure at a distorted geometry, computed with wB97M-V/def2-TZVPD.

LUMO level (spin up / spin down): -8.2 / -8.2 eV
HOMO-LUMO gap (spin up / spin down): 5.3 / 5.4 eV
total energy: -1324.862070 Eh
max |F|: 2.32 eV/Å
charge: +2

CARTESIAN COORDINATES (ANGSTROEM)
Ir  1.791  -0.845  0.299
C  6.492  -2.985  -0.888
C  6.700  -1.616  -1.040
C  5.630  -0.747  -1.112
C  4.327  -1.258  -1.030
C  4.122  -2.636  -0.863
C  5.202  -3.494  -0.794
N  3.176  -0.468  -1.016
C  3.035  0.792  -1.604
C  3.828  1.313  -2.624
C  3.553  2.580  -3.113
C  2.491  3.333  -2.617
C  1.661  2.816  -1.634
C  1.930  1.551  -1.153
N  1.121  0.872  -0.199
N  0.143  1.378  0.363
C  -0.584  0.391  1.191
C  -1.193  1.076  2.362
C  -1.271  0.447  3.541
C  -0.714  -0.869  3.725
C  0.084  -1.367  2.761
N  0.284  -0.743  1.551
H  7.340  -3.655  -0.840
H  7.707  -1.226  -1.090
H  5.796  0.319  -1.170
H  3.106  -3.025  -0.870
H  5.043  -4.558  -0.691
H  4.632  0.727  -3.044
H  4.175  2.989  -3.898
H  2.299  4.320  -3.013
H  0.821  3.375  -1.246
H  -1.491  2.106  2.242
H  -1.715  0.957  4.386
H  -0.831  -1.399  4.657
H  0.650  -2.277  2.913
C  -3.849  1.897  -1.144
C  -3.607  1.747  0.353
N  -3.776  0.335  0.789
C  -5.112  -0.025  1.319
C  -6.146  -0.306  0.235
C  -2.866  -0.566  0.568
C  -3.177  -2.028  0.658
N  -1.600  -0.187  0.211
H  -3.686  2.938  -1.420
H  -4.865  1.631  -1.425
H  -3.153  1.282  -1.714
H  -4.315  2.339  0.927
H  -2.611  2.089  0.596
H  -5.432  0.814  1.934
H  -5.000  -0.879  1.981
H  -6.453  0.604  -0.275
H  -7.031  -0.739  0.700
H  -5.777  -1.012  -0.508
H  -3.526  -2.276  1.662
H  -2.284  -2.615  0.463
H  -3.959  -2.316  -0.043
H  -1.112  -0.909  -0.307

(2)
C24H21FeNO4S as an isolated structure at a distorted geometry, computed with wB97M-V/def2-TZVPD.

LUMO level (spin up / spin down): 0.5 / -2.0 eV
HOMO-LUMO gap (spin up / spin down): 6.7 / 7.1 eV
total energy: -2944.505992 Eh
max |F|: 5.85 eV/Å
spin multiplicity: 5

CARTESIAN COORDINATES (ANGSTROEM)
C  -2.708  0.463  2.846
C  -1.776  0.626  4.033
C  -0.270  0.525  3.921
Fe  1.093  -0.580  0.106
C  1.475  1.194  -0.095
O  1.449  2.341  -0.232
C  -0.597  -0.364  -0.546
O  -1.637  0.052  -0.901
C  2.200  -1.045  1.711
C  2.884  -1.341  0.473
C  2.060  -2.275  -0.273
C  0.870  -2.542  0.510
C  0.969  -1.797  1.735
H  -3.434  -0.306  3.135
H  -3.286  1.370  2.632
H  -2.268  0.096  1.923
H  -2.211  0.206  4.944
H  0.129  0.468  2.903
H  0.370  0.055  4.679
H  2.564  -0.417  2.520
H  3.865  -0.973  0.190
H  2.328  -2.760  -1.210
H  0.077  -3.239  0.266
H  0.269  -1.842  2.569
C  -1.523  3.103  8.311
C  -0.267  2.905  7.725
C  -0.173  2.666  6.353
C  -1.319  2.438  5.620
C  -1.087  1.790  4.271
C  -0.434  2.769  3.361
N  0.421  3.421  2.892
S  -3.009  4.036  2.716
C  -2.056  4.805  1.299
C  -1.421  6.034  1.465
C  -0.673  6.567  0.404
C  -0.506  5.836  -0.773
C  -1.047  4.550  -0.878
C  -1.799  4.024  0.175
O  -4.334  3.598  2.289
O  -2.921  5.012  3.786
C  -2.592  2.662  6.180
C  -2.680  3.019  7.526
H  -1.581  3.274  9.391
H  0.662  2.893  8.292
H  0.779  2.584  5.828
H  -1.479  6.567  2.414
H  -0.212  7.550  0.512
H  0.072  6.248  -1.600
H  -0.877  3.945  -1.769
H  -2.153  2.992  0.134
H  -3.507  2.572  5.583
H  -3.648  3.201  7.995

(3)
A 2-piece molecular cluster, C7H12N overall at a distorted geometry, computed with wB97M-V/def2-TZVPD.

LUMO level: -5.4 eV
HOMO-LUMO gap: 6.8 eV
total energy: -328.135268 Eh
max |F|: 4.04 eV/Å
charge: +1

CARTESIAN COORDINATES (ANGSTROEM)
C  -1.493  2.215  -0.684
C  -1.679  1.193  -1.440
C  1.309  0.533  0.483
C  0.115  -0.253  0.287
C  1.268  -0.822  1.046
C  -2.032  0.220  -2.380
C  2.055  -1.997  1.052
N  0.004  -0.369  1.800
H  -1.880  3.139  -1.009
H  -0.933  2.340  0.296
H  1.810  0.537  -0.492
H  1.374  1.458  1.155
H  -3.093  0.025  -2.515
H  -1.347  0.395  -3.345
H  -1.928  -0.772  -1.852
H  2.806  -2.061  1.955
H  2.581  -2.201  0.120
H  1.438  -2.849  0.998
H  0.253  0.389  2.388
H  -0.628  -1.119  2.136

(4)
A 14-piece molecular cluster, C6H37NO14 overall at a distorted geometry, computed with wB97M-V/def2-TZVPD.

LUMO level: -0.3 eV
HOMO-LUMO gap: 8.3 eV
total energy: -1358.871797 Eh
max |F|: 3.77 eV/Å

CARTESIAN COORDINATES (ANGSTROEM)
O  0.744  -2.139  -2.090
C  1.328  -1.065  -1.986
C  0.898  0.175  -2.685
C  1.520  1.402  -2.018
C  1.243  1.478  -0.537
C  2.220  1.380  0.363
C  -0.911  2.585  -0.871
N  -0.109  1.594  -0.128
H  2.230  -1.081  -1.355
H  1.189  0.080  -3.742
H  -0.198  0.218  -2.760
H  1.192  2.339  -2.476
H  2.612  1.406  -2.117
H  2.075  1.502  1.429
H  3.259  1.217  0.096
H  -1.931  2.564  -0.515
H  -0.479  3.578  -0.807
H  -0.985  2.280  -1.916
H  -0.187  1.833  0.856
H  -1.884  -2.855  1.395
H  -2.086  -2.657  -0.132
O  -1.802  -3.304  0.548
H  -0.551  2.560  3.204
H  -0.433  4.007  3.777
O  -0.017  3.380  3.178
H  3.925  -0.267  -0.248
H  4.989  -0.584  -1.389
O  4.136  -0.190  -1.203
H  2.034  -2.730  2.530
H  1.289  -2.743  1.183
O  1.496  -2.131  1.995
H  2.828  -1.107  1.587
H  3.255  0.381  1.727
O  3.569  -0.479  1.432
H  -2.178  1.150  4.010
H  -1.168  0.294  3.259
O  -1.616  1.171  3.228
H  0.528  4.471  0.306
H  -0.206  4.199  1.614
O  -0.314  4.635  0.744
H  0.034  -1.597  2.590
H  -0.943  -1.978  3.746
O  -0.880  -1.426  2.960
H  -2.669  -0.526  1.604
H  -3.238  0.755  1.012
O  -3.428  -0.186  1.112
H  -0.792  -2.277  -2.919
H  -2.223  -2.155  -2.404
O  -1.719  -2.167  -3.225
H  0.889  -3.318  -0.760
H  -0.151  -3.745  0.225
O  0.827  -3.697  0.139
H  -1.904  -0.559  -1.308
H  -3.098  -0.964  -0.471
O  -2.518  -1.313  -1.188
H  -3.017  -1.655  -4.074
H  -3.276  -0.911  -2.780
O  -3.399  -0.829  -3.745

(5)
A 2-piece molecular cluster, C4H12N2O2 overall at a distorted geometry, computed with wB97M-V/def2-TZVPD.

SMILES: CN(C=O)CCN.O
LUMO level: 0.9 eV
HOMO-LUMO gap: 9.9 eV
total energy: -419.587009 Eh
max |F|: 2.06 eV/Å

CARTESIAN COORDINATES (ANGSTROEM)
C  1.104  -0.518  -1.205
N  0.941  0.012  0.053
C  1.231  1.418  0.237
C  0.449  -0.848  1.115
C  -0.713  -0.290  1.940
N  -1.982  -0.669  1.357
O  1.616  0.087  -2.122
H  0.857  -1.588  -1.153
H  0.513  1.908  0.874
H  1.279  1.883  -0.737
H  2.206  1.548  0.704
H  0.138  -1.765  0.700
H  1.273  -1.081  1.805
H  -0.661  -0.642  2.961
H  -0.568  0.780  2.023
H  -2.774  -0.621  1.979
H  -2.259  -0.130  0.546
H  -1.377  0.385  -4.268
H  -0.331  -0.305  -3.391
O  -0.941  0.434  -3.420

(6)
C25H32N4O5 in the gas phase at a distorted geometry, computed with wB97M-V/def2-TZVPD.

SMILES: CCC(C)(C)NC(=O)CN(Cc1ccc2c(c1)OCO2)C(=O)CCC(=O)Nc1cc(C)ccn1
LUMO level: 0.7 eV
HOMO-LUMO gap: 8.7 eV
total energy: -1567.150818 Eh
max |F|: 1.29 eV/Å

CARTESIAN COORDINATES (ANGSTROEM)
C  3.970  -0.991  -0.053
H  3.099  -1.524  0.315
H  4.079  -0.069  0.513
H  4.849  -1.603  0.128
C  3.829  -0.674  -1.538
H  4.766  -0.239  -1.895
H  3.047  0.077  -1.676
C  3.487  -1.877  -2.443
N  2.062  -2.207  -2.368
C  1.410  -2.912  -1.434
O  1.858  -3.322  -0.382
C  -0.042  -3.225  -1.852
N  -0.956  -2.093  -1.850
C  -1.021  -1.332  -2.964
O  -0.226  -1.501  -3.884
C  -2.133  -0.308  -3.121
C  -1.745  1.099  -2.645
C  -2.203  1.370  -1.218
O  -3.163  0.814  -0.729
N  -1.465  2.320  -0.587
C  -1.522  2.731  0.744
N  -0.584  3.622  1.046
C  -0.530  4.065  2.290
C  -1.394  3.647  3.285
C  -2.376  2.709  2.973
C  -2.444  2.249  1.665
H  -3.184  1.526  1.367
C  -3.306  2.176  4.014
H  -3.432  2.887  4.828
H  -2.891  1.254  4.424
H  -4.276  1.945  3.582
H  -1.308  4.043  4.286
H  0.250  4.788  2.489
H  -0.693  2.750  -1.080
H  -0.671  1.257  -2.745
H  -2.250  1.837  -3.273
H  -2.329  -0.274  -4.195
H  -3.046  -0.616  -2.613
C  -1.605  -1.804  -0.595
C  -0.771  -0.960  0.345
C  0.285  -0.188  -0.106
C  1.026  0.625  0.750
C  0.671  0.626  2.074
C  -0.397  -0.144  2.536
C  -1.131  -0.940  1.696
H  -1.956  -1.526  2.065
O  -0.550  0.058  3.883
C  0.495  0.926  4.263
O  1.218  1.321  3.119
H  1.170  0.406  4.964
H  0.073  1.816  4.755
H  1.842  1.229  0.393
H  0.557  -0.215  -1.149
H  -2.549  -1.282  -0.767
H  -1.839  -2.753  -0.103
H  -0.426  -3.977  -1.160
H  -0.024  -3.637  -2.865
H  1.505  -1.927  -3.172
C  4.325  -3.108  -2.099
H  5.381  -2.850  -2.093
H  4.045  -3.495  -1.125
H  4.159  -3.887  -2.840
C  3.742  -1.478  -3.901
H  4.799  -1.281  -4.059
H  3.438  -2.279  -4.571
H  3.180  -0.582  -4.156

Question: The lowest total energy belongs to which entry?
Answer: C24H21FeNO4S

Question: The lowest max |F| belongs to which entry?
Answer: C25H32N4O5

Question: Look up the max |F| of the second one.
Answer: 5.85 eV/Å